{"formula": "C21H25BrN6O5RhS", "method": "the ωB97M-V functional and the def2-TZVPD basis", "spin_multiplicity": 5, "total_energy_ha": -4602.4142, "mol_weight_da": 656.345, "orbital_gap_ha": [0.2287, 0.2567], "total_charge": 1, "elements": ["Rh", "N", "C", "C", "C", "N", "C", "C", "N", "C", "H", "H", "H", "H", "H", "H", "H", "H", "H", "H", "H", "H", "H", "H", "H", "H", "Br", "C", "C", "C", "C", "C", "C", "N", "N", "C", "C", "C", "C", "O", "C", "N", "C", "C", "C", "C", "H", "H", "H", "H", "H", "H", "H", "H", "H", "O", "S", "O", "O", "O"], "positions_angstrom": [[1.8192, -1.7838, 0.6411], [-2.5571, -0.7809, 0.9800], [-1.6036, -1.8949, 1.3773], [-1.4667, -1.9700, 2.8865], [-0.3739, -2.9904, 3.2449], [0.9433, -2.4875, 2.8353], [-0.6591, -4.3338, 2.5722], [-0.8789, -4.2322, 1.0637], [0.3514, -3.8102, 0.3825], [-1.9987, -3.2218, 0.7655], [-2.0846, 0.1300, 1.0528], [-3.3898, -0.7578, 1.5717], [-2.8624, -0.8926, 0.0108], [-0.6584, -1.5928, 0.9490], [-2.4126, -2.2950, 3.3331], [-1.2165, -0.9935, 3.3123], [-0.4017, -3.1421, 4.3278], [1.6426, -3.2271, 2.8518], [1.3042, -1.7666, 3.4525], [-1.5567, -4.7657, 3.0206], [0.1546, -5.0312, 2.7866], [-1.2113, -5.2067, 0.6940], [0.2528, -3.8165, -0.6286], [1.1214, -4.4397, 0.5987], [-2.9357, -3.5909, 1.1931], [-2.1345, -3.1288, -0.3168], [2.2874, 8.2914, -2.3805], [1.1079, 6.8275, -2.5110], [1.4920, 5.7011, -3.2302], [0.6416, 4.6193, -3.3195], [-0.6119, 4.6571, -2.6790], [-0.9936, 5.8202, -1.9810], [-0.1378, 6.8943, -1.8916], [-1.4934, 3.6131, -2.6642], [-1.1777, 2.5234, -3.3159], [-0.6487, 1.4542, -2.7226], [-0.3577, 0.3520, -3.5643], [0.2942, -0.7827, -3.1336], [0.6963, -0.9092, -1.7995], [1.3008, -1.9705, -1.3186], [0.3761, 0.1580, -0.9140], [0.7535, -0.0385, 0.3835], [0.4684, 0.8562, 1.3107], [-0.2888, 1.9915, 1.0125], [-0.6759, 2.2236, -0.2963], [-0.3228, 1.3241, -1.3150], [2.4546, 5.6807, -3.7218], [0.9299, 3.7492, -3.8932], [-1.9733, 5.8516, -1.5223], [-0.4267, 7.7868, -1.3548], [-0.6491, 0.4496, -4.6017], [0.5154, -1.5872, -3.8220], [0.8604, 0.6650, 2.3025], [-0.5156, 2.7031, 1.7938], [-1.2478, 3.1058, -0.5439], [3.0703, -1.1300, 2.0568], [4.1783, -2.0074, 1.3455], [5.2742, -2.2895, 2.1951], [3.2485, -3.2158, 1.0664], [4.3838, -1.3455, 0.0716]]}

---

{"formula": "C4H12", "method": "the ωB97M-V functional and the def2-TZVPD basis", "spin_multiplicity": 1, "total_energy_ha": -159.5761, "mol_weight_da": 60.140, "smiles": "CC.CC", "orbital_gap_ha": 0.4701, "total_charge": 0, "elements": ["C", "C", "H", "H", "H", "H", "H", "H", "C", "C", "H", "H", "H", "H", "H", "H"], "positions_angstrom": [[0.4325, -1.3790, -1.1514], [-0.7025, -1.4413, -2.1544], [0.9027, -0.3913, -1.1088], [0.0475, -1.5953, -0.1567], [1.2414, -2.0560, -1.4279], [-1.1634, -2.4268, -2.1232], [-0.4376, -1.0280, -3.1210], [-1.5407, -0.7812, -1.8768], [-0.4169, 1.6970, 1.2083], [0.7106, 1.1111, 2.0838], [-0.3569, 2.7800, 1.1745], [-0.3747, 1.1958, 0.2410], [-1.3642, 1.3868, 1.6359], [0.4782, 1.1178, 3.1445], [1.6048, 1.7076, 1.8910], [0.9393, 0.1028, 1.7411]]}

---

{"formula": "C3H4O3", "method": "the ωB97M-V functional and the def2-TZVPD basis", "spin_multiplicity": 1, "total_energy_ha": -342.3205, "mol_weight_da": 88.062, "smiles": "O=CCOC=O", "orbital_gap_ha": 0.3832, "total_charge": 0, "elements": ["O", "C", "C", "O", "C", "O", "H", "H", "H", "H"], "positions_angstrom": [[1.1003, 1.3655, -0.3814], [1.4791, 0.2513, 0.0214], [0.4013, -0.8816, -0.0832], [-0.7626, -0.3519, -0.7097], [-1.5912, 0.3659, 0.0710], [-1.4664, 0.5209, 1.2613], [2.3599, 0.9420, 0.1803], [0.7360, -1.6941, -0.7306], [0.1588, -1.2855, 0.9028], [-2.4152, 0.7675, -0.5317]]}

---

{"formula": "H25O13", "method": "the ωB97M-V functional and the def2-TZVPD basis", "spin_multiplicity": 1, "total_energy_ha": -993.1866, "mol_weight_da": 233.187, "orbital_gap_ha": 0.3674, "total_charge": -1, "elements": ["O", "H", "H", "O", "H", "H", "O", "H", "O", "H", "H", "O", "H", "H", "O", "H", "H", "O", "H", "H", "O", "H", "H", "O", "H", "H", "O", "H", "H", "O", "H", "H", "O", "H", "H", "O", "H", "H"], "positions_angstrom": [[1.2974, 3.5392, -1.5746], [1.7066, 0.8866, 1.5028], [-1.2451, -2.0711, 2.1350], [0.0215, 0.9798, -2.7253], [-0.2747, 1.8776, -2.8632], [1.5302, 0.2773, -0.6586], [-0.4404, -2.0167, 2.7009], [-0.3398, -1.2536, 3.2669], [-3.5347, 1.8681, 0.6074], [-3.2665, 1.7123, -0.3053], [-2.6950, 2.2176, 0.9004], [3.7414, -1.7405, 0.3079], [0.8140, 4.0739, -0.9447], [3.3414, -1.4031, 1.1111], [-0.5906, 3.3944, 1.2255], [0.1562, 3.2703, 0.6381], [-0.9316, 2.4721, 1.3264], [1.1320, 0.9997, -0.2659], [0.2905, -2.0766, -2.0512], [0.7840, -2.9756, 1.5863], [1.8475, 1.1001, 2.4426], [3.0693, -2.0706, -0.2801], [-2.6836, -1.5424, 0.5295], [1.4004, -3.6069, 1.1767], [0.2724, 0.8869, -1.7714], [-1.2738, 0.6443, 1.5114], [-0.9759, -1.5370, -3.8834], [-1.4051, -1.8370, -3.0798], [-0.8885, -0.5896, -3.7278], [-2.0893, -2.2856, 0.6578], [-1.4084, -2.2960, -0.0062], [0.8799, -4.3666, 0.9145], [-1.1139, 0.9028, 0.5971], [-0.0365, -1.0102, -1.0440], [2.1919, 1.9796, 2.5298], [-0.3927, -1.8253, -1.4196], [-0.0003, 0.8264, 0.3520], [1.1095, 2.5956, -1.4191]]}

---

{"formula": "C23H24FN3O2", "method": "the ωB97M-V functional and the def2-TZVPD basis", "spin_multiplicity": 1, "total_energy_ha": -1305.4903, "mol_weight_da": 393.462, "smiles": "Cc1oc(-c2cccc(F)c2)nc1CN(Cc1ccccc1)C[C@@H]1CCC(=O)N1", "orbital_gap_ha": 0.3225, "total_charge": 0, "elements": ["C", "C", "O", "C", "C", "C", "C", "C", "C", "F", "C", "N", "C", "C", "N", "C", "C", "C", "C", "C", "C", "C", "C", "C", "C", "C", "C", "O", "N", "H", "H", "H", "H", "H", "H", "H", "H", "H", "H", "H", "H", "H", "H", "H", "H", "H", "H", "H", "H", "H", "H", "H", "H"], "positions_angstrom": [[3.2355, 0.3780, -1.0190], [1.8166, 0.7710, -0.8477], [1.0590, 0.9788, -1.9553], [-0.1550, 1.3467, -1.4978], [-1.2419, 1.6365, -2.4055], [-2.4973, 1.9693, -1.8948], [-3.5445, 2.2432, -2.7523], [-3.3612, 2.1923, -4.1252], [-2.1095, 1.8613, -4.6142], [-1.9226, 1.8124, -5.9488], [-1.0437, 1.5807, -3.7837], [-0.2091, 1.3898, -0.1979], [1.0314, 1.0240, 0.2464], [1.3725, 0.9424, 1.7046], [0.8964, -0.2292, 2.4188], [1.2787, -1.4890, 1.8178], [2.7620, -1.7363, 1.9498], [3.4499, -1.2905, 3.0713], [4.8065, -1.5257, 3.2017], [5.4907, -2.2190, 2.2170], [4.8100, -2.6773, 1.1024], [3.4536, -2.4348, 0.9695], [-0.4245, -0.1583, 2.9949], [-1.6358, -0.1360, 2.0418], [-2.9422, 0.2039, 2.7787], [-4.0131, -0.5963, 2.0412], [-3.2453, -1.7475, 1.4057], [-3.7039, -2.7528, 0.9147], [-1.9365, -1.4359, 1.4779], [3.3099, -0.4751, -1.6914], [3.6698, 0.1144, -0.0596], [3.8024, 1.1996, -1.4571], [-2.6261, 2.0079, -0.8254], [-4.5145, 2.4990, -2.3546], [-4.1657, 2.4026, -4.8116], [-0.0812, 1.3251, -4.1974], [2.4643, 0.9616, 1.7951], [0.9660, 1.8233, 2.2056], [0.9998, -1.5568, 0.7516], [0.7555, -2.2878, 2.3540], [2.9080, -0.7534, 3.8347], [5.3321, -1.1703, 4.0760], [6.5498, -2.4036, 2.3190], [5.3364, -3.2223, 0.3326], [2.9262, -2.7936, 0.0965], [-0.5311, -1.0081, 3.6772], [-0.4643, 0.7586, 3.5915], [-1.4391, 0.5863, 1.2385], [-3.1390, 1.2739, 2.7795], [-2.8729, -0.1353, 3.8141], [-4.8086, -0.9640, 2.6858], [-4.4683, -0.0188, 1.2341], [-1.2388, -1.9909, 1.0120]]}

---

{"formula": "C10H16O", "method": "the ωB97M-V functional and the def2-TZVPD basis", "spin_multiplicity": 2, "total_energy_ha": -465.4571, "mol_weight_da": 152.237, "orbital_gap_ha": [0.3563, 0.2118], "total_charge": 1, "elements": ["C", "C", "C", "H", "H", "H", "H", "H", "H", "H", "H", "C", "C", "C", "C", "C", "C", "C", "O", "H", "H", "H", "H", "H", "H", "H", "H"], "positions_angstrom": [[-0.5699, -0.2953, -1.8425], [-0.1517, -1.6850, -1.4128], [-0.4955, 0.0561, -3.3076], [-1.5828, -0.3138, -1.4227], [-0.0533, 0.4920, -1.3937], [-0.4624, -2.3345, -2.1249], [-0.0883, 1.1003, -3.5361], [-0.3965, -2.0930, -0.4061], [0.9843, -1.4477, -1.2687], [0.0555, -0.5584, -4.0202], [-1.5319, 0.1315, -3.6471], [-0.2146, 2.5302, 0.5670], [-0.6404, -0.8423, 1.8741], [-0.8836, 0.4729, 1.4217], [0.7396, -1.1317, 1.9771], [0.1931, 1.3285, 1.3162], [1.6387, -0.2379, 2.1531], [1.3892, 1.0968, 1.8962], [1.0876, -2.4196, 2.2991], [-1.3180, -1.5881, 2.1684], [-1.9323, 0.8898, 1.5120], [0.4446, -3.1052, 1.8899], [2.5980, -0.5433, 2.4849], [-0.0988, 2.3192, -0.5176], [0.3791, 3.2887, 0.8134], [2.0463, 1.9236, 1.9828], [-1.1364, 2.9662, 0.5438]]}

---

{"formula": "C5H9N3O3S", "method": "the ωB97M-V functional and the def2-TZVPD basis", "spin_multiplicity": 1, "total_energy_ha": -984.0928, "mol_weight_da": 191.212, "smiles": "CCC1=NS(=O)(=O)N(C)C(=O)N1", "orbital_gap_ha": 0.3969, "total_charge": 0, "elements": ["C", "C", "C", "N", "S", "O", "O", "N", "C", "C", "O", "N", "H", "H", "H", "H", "H", "H", "H", "H", "H"], "positions_angstrom": [[0.5076, 3.6683, 0.8995], [0.8860, 2.5987, 1.9238], [0.6562, 1.2161, 1.3951], [-0.4459, 0.6447, 1.6718], [-0.5957, -0.9576, 1.1279], [-1.9909, -1.2796, 0.8118], [-0.0175, -1.9154, 2.0613], [0.2461, -0.9836, -0.3400], [0.1385, -2.1699, -1.2077], [1.4377, -0.4169, -0.1495], [2.3841, -0.6439, -0.8721], [1.6642, 0.6121, 0.6630], [0.5321, 4.6924, 1.3079], [1.1369, 3.5952, 0.0173], [-0.5002, 3.4214, 0.5518], [0.3184, 2.6810, 2.8399], [1.9233, 2.7262, 2.2098], [0.5344, -2.0012, -2.2142], [0.6760, -3.0031, -0.7635], [-0.8760, -2.5085, -1.3398], [2.4974, 1.1365, 0.5184]]}

---

{"formula": "C11H27BrN2O3P", "method": "the ωB97M-V functional and the def2-TZVPD basis", "spin_multiplicity": 1, "total_energy_ha": -3685.6910, "mol_weight_da": 346.226, "orbital_gap_ha": 0.3893, "total_charge": 1, "elements": ["C", "C", "N", "P", "C", "N", "C", "C", "C", "C", "Br", "H", "H", "H", "H", "H", "H", "H", "H", "H", "H", "H", "H", "H", "H", "H", "H", "H", "H", "H", "C", "C", "O", "C", "O", "O", "C", "H", "H", "H", "H", "H", "H", "H", "H"], "positions_angstrom": [[0.7209, 2.2369, 2.5687], [-0.1708, 1.5376, 1.5265], [0.5533, 0.3556, 0.9288], [0.1121, -1.1038, 1.6246], [1.3019, -2.3448, 1.0550], [2.1908, -2.7592, 2.1362], [3.0836, -1.6748, 2.5741], [-1.5737, -1.5418, 1.1234], [-2.1906, -2.6743, 1.9194], [-2.4638, -2.3367, 3.3683], [-3.9013, -3.0692, 1.0483], [1.0233, 3.2003, 2.1825], [1.6090, 1.6383, 2.7190], [0.1810, 2.3547, 3.4982], [-1.1200, 1.2475, 1.9695], [-0.3746, 2.2042, 0.7022], [0.2550, 0.2565, -0.0452], [0.2352, -0.9786, 3.0084], [1.8440, -1.8851, 0.2215], [0.7538, -3.1868, 0.6448], [2.7920, -3.4753, 1.7408], [3.8469, -1.4359, 1.8361], [3.5984, -2.0025, 3.4689], [2.5388, -0.7758, 2.8369], [-1.4955, -1.8369, 0.0800], [-2.1751, -0.6427, 1.2018], [-1.6122, -3.5872, 1.8591], [-3.0547, -3.1348, 3.7996], [-1.5495, -2.2660, 3.9519], [-3.0593, -1.4347, 3.4500], [-1.7746, 1.9839, -5.6387], [-0.6703, 0.9822, -5.3832], [0.4780, 1.6036, -4.7729], [0.4008, 1.8151, -3.4700], [-0.5026, 1.4866, -2.7353], [1.5305, 2.4106, -3.0708], [1.5181, 2.7764, -1.6964], [-1.3976, 2.8238, -6.2221], [-2.5880, 1.5133, -6.1892], [-2.1739, 2.3760, -4.7040], [-0.3024, 0.5716, -6.3204], [-1.0124, 0.1542, -4.7638], [1.2188, 1.9345, -1.0762], [0.8469, 3.6184, -1.5296], [2.5297, 3.0651, -1.4266]]}